# 1
Entry from OMol25: a cluster of 4 separate species, C3H10O3S in total in a non-equilibrium geometry (ωB97M-V with the def2-TZVPD basis set).

Last columns: bonded neighbours and bond lengths (Å).
Positions of all 17 atoms, in Å:
1 O -2.42 1.56 0.17  H8 0.957, H13 1.035
2 C -0.16 -1.36 -1.11  C3 1.340, H6 1.091, H7 1.084
3 C 0.72 -0.35 -1.02  C2 1.340, C4 1.533, H15 1.077
4 C 0.22 0.96 -0.40  C3 1.533, S5 1.736, H9 1.128, H10 1.081
5 S 1.57 1.78 0.31  C4 1.736
6 H -1.08 -1.36 -0.54  C2 1.091
7 H 0.11 -2.26 -1.64  C2 1.084
8 H -3.29 1.58 -0.22  O1 0.957
9 H -0.33 0.58 0.51  C4 1.128
10 H -0.42 1.53 -1.06  C4 1.081
11 H 2.86 0.12 0.81  O17 0.974
12 H -2.82 -1.15 1.16  O14 0.961
13 H -2.14 0.69 0.66  O1 1.035
14 O -1.98 -0.70 1.08  H12 0.961
15 H 1.78 -0.42 -1.23  C3 1.077
16 H 3.98 -0.53 1.64  O17 0.960
17 O 3.41 -0.68 0.88  H11 0.974, H16 0.960

Results of the Löwdin charge analysis, in e, for atoms 1 through 5: -0.145 0.101 -0.173 -0.604 0.937

=====

# 2
Entry from OMol25: a cluster of 3 separate species, C3H10O3S in total (ωB97M-V with the def2-TZVPD basis set).

Last columns: bonded neighbours and bond lengths (Å).
Positions of all 17 atoms, in Å:
1 O 1.59 -0.28 2.06  C2 1.198
2 C 0.44 -0.53 1.88  O1 1.198, C3 1.501, H6 1.108
3 C -0.25 -0.47 0.55  C2 1.501, C4 1.524, H7 1.099, H8 1.097
4 C 0.72 -0.26 -0.60  C3 1.524, S5 1.834, H9 1.090, H10 1.087
5 S -0.06 0.62 -2.01  C4 1.834, H11 1.338
6 H -0.23 -0.81 2.72  C2 1.108
7 H -0.83 -1.39 0.41  C3 1.099
8 H -0.97 0.35 0.67  C3 1.097
9 H 1.17 -1.21 -0.90  C4 1.090
10 H 1.54 0.37 -0.27  C4 1.087
11 H 1.05 1.28 -2.35  S5 1.338
12 O -0.52 2.42 2.12  H13 0.965, H14 0.962
13 H -0.16 2.51 3.01  O12 0.965
14 H 0.13 2.81 1.53  O12 0.962
15 O -1.48 -2.52 -1.62  H16 0.963, H17 0.966
16 H -1.80 -3.28 -2.13  O15 0.963
17 H -1.10 -1.92 -2.28  O15 0.966

Results of the Löwdin charge analysis, in e, for atoms 1 through 5: 0.048 -0.292 -0.248 -0.548 0.707

=====

Going through the records in order, we get HOMO-LUMO gap values of 3.94; 9.92 eV.